# 1
The following is a DFT calculation (the ωB97M-V functional and the def2-TZVPD basis) of the molecule C2H5FS2 at a distorted geometry.

## Properties
SMILES string   C[C@H](F)SS
HOMO level   -8.8 eV
Maximum force   2.714 eV/Å
DFT total energy   -975.42015 Eh
Lowest unoccupied orbital energy   0.53 eV

Geometry as ORCA input:
```
! wB97M-V def2-TZVPD RIJCOSX def2/J DEFGRID3
* xyz 0 1
S -1.91047 1.11992 0.73699
S 0.04968 0.99576 1.30060
F 0.11606 -1.58060 0.79846
C 0.73859 -0.44472 0.33994
C 0.47443 -0.24543 -1.15535
H 1.80203 -0.41547 0.43243
H 0.01875 0.77427 -1.29134
H -2.42406 1.16113 1.99658
H -0.26773 -1.02784 -1.49337
H 1.40272 -0.33703 -1.66494
*
```

These are the natural (NBO) partial charges, in e, on atoms 1 to 6: -0.146, 0.046, -0.353, 0.097, -0.663, 0.186

=====

# 2
The following is a DFT calculation (the ωB97M-V functional and the def2-TZVPD basis) of the molecule C24H32BrN3O4.

## Properties
SMILES string   COc1cc(CNCCCN2CCOCC2)c(Br)cc1OCC(=O)Nc1ccccc1C
HOMO level   -8.4 eV
Maximum force   0.666 eV/Å
DFT total energy   -3972.95827 Eh
Lowest unoccupied orbital energy   0.58 eV

Geometry as ORCA input:
```
! wB97M-V def2-TZVPD RIJCOSX def2/J DEFGRID3
* xyz 0 1
Br 2.68742 2.62333 2.09449
O -0.61530 -1.26209 1.76051
O 2.84105 -3.64710 1.28832
O -1.19910 -0.79795 -1.01847
O -3.62528 -2.00589 -0.02651
N 3.37102 2.83296 -1.23177
N -3.08055 -0.23818 1.30798
N 3.36948 -1.14460 0.03882
C 1.23711 1.88978 -0.28210
C -5.65413 2.73030 -0.12677
C -5.36443 0.50686 0.78881
C 3.85443 -1.44105 1.37726
C 0.31643 1.09096 -0.95183
C -3.98930 0.74112 0.84078
C -0.05522 -0.27453 0.99429
C -2.88113 -1.45967 0.75506
C -6.17549 1.51899 0.28841
C -3.46468 1.96847 0.44891
C -4.29242 2.96284 -0.03500
C 3.30800 -2.37923 -0.72563
C 2.92962 -2.46026 2.04225
C -1.73004 -0.38528 -2.25525
C 1.47821 1.58472 1.04753
C 3.50306 0.36893 -1.90006
C -0.32196 0.01034 -0.35834
C 2.38351 -3.36316 -0.01074
C -5.95812 -0.77172 1.28352
C 4.16881 -0.12063 -0.61252
C 1.95228 3.01153 -1.00562
C -1.59694 -2.13871 1.24854
C 3.78526 1.85265 -2.20662
C 0.84233 0.53344 1.67843
H -1.84596 -2.79181 2.09140
H -2.54041 -1.08417 -2.45720
H -2.32297 0.12283 1.87339
H 4.88127 -1.84865 1.35121
H 3.86195 -0.52030 1.96468
H -5.55776 -1.02021 2.26571
H -0.98325 -0.44620 -3.05293
H -1.20862 -2.75670 0.43311
H -7.03995 -0.69271 1.34904
H 1.92827 -2.02263 2.15715
H 4.86268 1.98744 -2.34272
H 0.10772 1.31913 -1.98582
H 1.37229 -2.93075 0.03505
H 3.85033 -0.21746 -2.75256
H -3.87566 3.91071 -0.34069
H 2.42897 0.21764 -1.80055
H 1.48122 3.16893 -1.97984
H -2.39735 2.13447 0.52274
H 4.25060 0.70645 0.09787
H -7.24161 1.35237 0.23610
H 2.34831 -4.31639 -0.54117
H 3.86525 2.71433 -0.35596
H 3.31726 -2.74678 3.02145
H 2.90982 -2.16923 -1.71884
H 5.19439 -0.47325 -0.82268
H 1.84398 3.93369 -0.42228
H 1.02737 0.32028 2.71953
H -5.70078 -1.58845 0.61024
H 3.29354 2.10736 -3.15133
H -6.30996 3.49774 -0.50935
H 4.30952 -2.83456 -0.83290
H -2.13440 0.62975 -2.19849
*
```

These are the natural (NBO) partial charges, in e, on atoms 1 to 6: 0.041, -0.504, -0.525, -0.528, -0.625, -0.622

=====

# 3
The following is a DFT calculation (the ωB97M-V functional and the def2-TZVPD basis) of a cluster of 2 separate species, C19H13Cl6O5 in total at a distorted geometry.

## Properties
HOMO level   -3.8 eV
Maximum force   2.198 eV/Å
DFT total energy   -3869.26152 Eh
Lowest unoccupied orbital energy   2.49 eV

Geometry as ORCA input:
```
! wB97M-V def2-TZVPD RIJCOSX def2/J DEFGRID3
* xyz -1 1
Cl -2.41600 1.15495 2.76602
Cl -2.91267 5.62549 -0.23534
Cl -4.24250 3.28369 1.37818
Cl 0.19329 5.43240 -0.78661
Cl 0.60204 1.79791 3.16195
Cl -0.00607 -0.47243 -0.13239
O -0.88649 -2.23771 -2.61517
O 1.26483 -1.72923 -2.86385
O -1.74017 -3.09888 -0.58059
O 1.49388 3.36584 0.87636
O -0.41988 -3.36822 1.20213
C 3.59382 1.02521 0.04291
C 0.49752 -2.06326 -0.60146
C 2.60569 -1.15725 0.44886
C 0.34549 -2.01850 -2.12806
C -0.56865 4.43495 0.34833
C -0.57129 -2.92639 0.08061
C -1.94877 4.41025 0.47906
C -2.05543 -2.32097 -1.75991
C -1.73934 2.57845 2.08623
C -0.37740 2.80950 2.22107
C -2.55686 3.42805 1.29533
C 2.69504 -0.91918 1.82171
C -2.63779 -0.97024 -1.42020
C 3.72010 1.23355 1.41810
C 3.31713 0.23145 2.29968
C 3.06560 -0.16803 -0.43683
C -3.10113 -3.10747 -2.53356
C 0.30061 3.55558 1.15188
C 1.91432 -2.38667 -0.10930
H 1.78241 -3.11678 0.69015
H 4.12905 2.16356 1.79880
H -3.51265 -1.13270 -0.77867
H -2.91150 -0.43873 -2.34108
H 3.45584 0.36727 3.37471
H -2.69385 -4.09051 -2.80103
H -1.94157 -0.33993 -0.86950
H -3.36537 -2.56098 -3.44504
H -3.98450 -3.23783 -1.90004
H 3.90216 1.80584 -0.65335
H 2.25272 -1.65028 2.49987
H 2.98926 -0.36374 -1.50399
H 2.46907 -2.82802 -0.94601
*
```

These are the natural (NBO) partial charges, in e, on atoms 1 to 6: 0.011, 0.016, 0.004, 0.014, 0.022, 0.096

=====

# 4
The following is a DFT calculation (the ωB97M-V functional and the def2-TZVPD basis) of a cluster of 2 separate species, C4H15N3 in total at a distorted geometry.

## Properties
SMILES string   CCCN.NCN
HOMO level   -8.5 eV
Maximum force   1.753 eV/Å
DFT total energy   -325.64199 Eh
Lowest unoccupied orbital energy   0.99 eV

Geometry as ORCA input:
```
! wB97M-V def2-TZVPD RIJCOSX def2/J DEFGRID3
* xyz 0 1
N -1.88447 0.47311 0.79786
N 0.22121 1.61379 -0.75054
N -0.25169 -0.20865 -2.29282
C -1.19441 -0.74581 1.11120
C 1.35264 -1.34720 0.89725
C 0.30027 -0.59284 1.70314
C 0.39278 1.06213 -2.10345
H -1.23725 -0.13936 -2.06452
H 0.90805 1.21635 -0.09787
H -0.05799 1.76592 -2.80914
H -1.26774 1.04856 0.14750
H 0.57170 0.46386 1.79674
H 1.06148 -2.39115 0.77000
H 1.48844 -0.91220 -0.09101
H -2.04957 1.00907 1.64322
H 2.32007 -1.32733 1.40812
H 1.45426 0.94379 -2.36557
H 0.29092 -0.98625 2.72201
H -1.78700 -1.31488 1.83174
H -1.11668 -1.33405 0.19397
H 0.33087 2.62366 -0.75138
H 0.15413 -0.92051 -1.69644
*
```

These are the natural (NBO) partial charges, in e, on atoms 1 to 6: -0.879, -0.866, -0.830, -0.209, -0.609, -0.427

=====

# 5
The following is a DFT calculation (the ωB97M-V functional and the def2-TZVPD basis) of a cluster of 2 separate species, C3H7NO3 in total at a distorted geometry.

## Properties
SMILES string   [H]/N=C\O.CC(=O)O
HOMO level   -9.9 eV
Maximum force   4.957 eV/Å
DFT total energy   -398.93401 Eh
Lowest unoccupied orbital energy   0.48 eV

Geometry as ORCA input:
```
! wB97M-V def2-TZVPD RIJCOSX def2/J DEFGRID3
* xyz 0 1
O 0.92644 1.30708 -0.85709
O 0.13847 -2.02664 1.23401
O -0.62449 1.76659 0.82681
N 1.76680 -0.60630 0.51397
C -1.34130 0.46176 -1.08482
C 0.71627 -0.80669 1.25061
C -0.36624 1.09493 -0.14483
H -0.86576 0.13552 -2.01022
H -1.79397 -0.41071 -0.60752
H 1.48142 1.75892 -0.19116
H 0.60477 -0.30427 2.21873
H -0.34054 -2.31567 0.44914
H -2.10951 1.20004 -1.32469
H 1.80763 -1.25457 -0.27296
*
```

These are the natural (NBO) partial charges, in e, on atoms 1 to 6: -0.729, -0.725, -0.561, -0.624, -0.736, 0.337

=====

# 6
The following is a DFT calculation (the ωB97M-V functional and the def2-TZVPD basis) of a cluster of 2 separate species, C30H58Br3FNO2S in total at a distorted geometry.

## Properties
HOMO level   -11.8 eV
Maximum force   5.091 eV/Å
DFT total energy   -9602.89485 Eh
Lowest unoccupied orbital energy   -2.06 eV

Geometry as ORCA input:
```
! wB97M-V def2-TZVPD RIJCOSX def2/J DEFGRID3
* xyz 1 1
Br -2.27036 -2.68558 2.35923
Br 5.46738 2.98028 4.79626
Br 7.73212 3.32490 1.91224
S -3.60436 1.32500 -3.72481
F -0.24361 3.73602 -0.52430
O 4.10405 -0.24223 -0.67365
O 4.68837 1.67584 -1.46986
N -1.57280 0.90309 -0.88647
C -5.37045 0.72342 1.23877
C -4.42271 -2.84427 -0.08258
C 2.87186 -3.87802 -1.79203
C -3.27760 3.04792 -3.26985
C 6.67156 4.67072 2.83146
C -0.17876 2.87921 -1.56141
C 4.66285 0.97688 -0.55317
C -2.73873 1.02615 1.31923
C -3.72537 2.28596 -0.80422
C -4.04143 0.44646 1.88460
C -1.60118 -0.48461 -0.25361
C -2.86857 -1.07031 -0.86078
C -2.56327 1.70188 -0.05435
C -1.34953 -0.97302 2.36417
C 4.27265 -3.61250 -1.26252
C -1.59160 -0.00963 1.22441
C -3.12088 -2.58216 -0.80654
C -3.41351 3.39181 -1.78910
C -0.22672 1.47539 -1.11568
C 6.65162 4.44215 4.31573
C -3.32861 -3.16262 -2.19199
C 5.13969 -1.23590 -0.71581
C 5.24332 1.37909 0.73402
C 1.74163 -3.42866 -0.90495
C 0.44103 -3.28446 -1.70150
C -0.22142 0.01460 4.33082
C 4.89981 -2.29790 -1.73306
C -0.37571 -1.33934 -0.38863
C -0.10759 -1.89437 -1.77006
C -1.54182 -0.33655 3.72242
H -3.37473 -4.21788 -2.06578
H 2.02788 -2.52198 -0.42641
H 2.82579 -4.93428 -1.91162
H -6.12458 0.22356 1.79496
H -2.10637 0.56891 3.66816
H -2.04317 2.58838 0.22317
H 0.42080 1.36484 -0.29235
H -4.32669 2.72038 -0.05134
H -2.33400 3.30325 -3.67543
H -4.53924 -2.22403 0.77732
H 4.34784 -1.87546 -2.53873
H -2.90320 -0.83572 -1.89706
H -3.94427 -0.60810 1.94974
H -4.20593 4.08713 -1.69973
H -0.32311 -1.21404 2.33589
H -0.95561 -1.80629 -2.41149
H -5.46429 0.38092 0.23512
H -4.11947 0.75564 2.89461
H -2.48672 0.95143 -4.34208
H 5.21685 -1.67013 0.25931
H 0.66025 -1.30135 -2.22342
H 6.07041 -0.75279 -0.91176
H -4.50589 -3.85731 0.23806
H -0.88689 3.12790 -2.31751
H 4.27378 -3.60100 -0.19835
H 7.62845 4.19933 4.71620
H -0.76240 0.65601 1.35242
H 0.22799 0.91055 -1.88937
H -0.53259 -2.19636 0.21520
H 1.60371 -4.18665 -0.16334
H -2.33846 -3.14985 -0.36546
H 5.60920 2.37339 0.60902
H 5.68325 4.65187 2.38524
H 0.47412 -0.78661 4.18447
H -2.40659 1.75156 2.01050
H 4.50738 1.35538 1.51191
H -5.21087 -2.58456 -0.74476
H -4.31297 1.48180 -1.19056
H -2.07839 -0.98566 4.35605
H 5.86579 -2.52750 -2.11211
H -2.57040 3.93048 -1.43317
H 0.16993 0.89176 3.87789
H -2.00453 0.95230 -1.81565
H 2.81777 -3.44041 -2.76199
H -3.73862 -0.62133 -0.45710
H 6.07113 0.77069 1.00402
H 0.49928 -0.88083 -0.00222
H -5.64319 1.75024 1.24804
H -0.33432 0.14403 5.37605
H 0.71034 -3.54906 -2.69743
H 6.25540 5.31349 4.83004
H -0.30760 -3.98189 -1.39032
H 0.77506 3.02035 -1.99505
H -2.52995 -2.94391 -2.86357
H 7.15207 5.61787 2.60243
H -3.95713 3.63901 -3.81916
H -4.28338 -2.87673 -2.56929
H 4.92970 -4.39537 -1.56460
*
```

These are the Mulliken partial charges, in e, on atoms 1 to 6: 0.006, -0.144, -0.118, -0.177, -0.327, -0.246

=====

What is the DFT total energy in the fourth record?
-325.64199 Eh